C7H10Br2NS | ωB97M-V/def2-TZVPD

* spin multiplicity: 1
* total charge: +1
* molar mass: 300.0 g/mol
* HOMO-LUMO gap: 5.65 eV
* calculated total energy: -159820.3416 eV
* HOMO energy: -10.7 eV
* relative energy (zero: lowest compared OMol25 entry of this formula, charge and spin): 3.782 eV
* LUMO level: -5.083 eV

```
21
Properties=species:S:1:pos:R:3:lowdin_charge:R:1
H 0.7279 -0.5817 -0.2302 0.07
C -0.2342 2.8518 -0.9423 -0.35
H 2.2151 -2.5543 -0.7195 0.12
H -0.7764 3.6816 1.0094 0.10
C -1.7700 -1.2166 0.4171 -0.19
H -2.6641 -1.8218 0.3224 0.12
C -1.9026 0.1325 0.3520 -0.84
C 0.5172 1.6062 -0.4909 -0.88
Br 2.2843 1.9099 0.2149 0.61
S -0.6974 1.3169 0.9670 0.98
H -0.7848 2.6098 -1.8540 0.11
H 2.5449 -1.9448 0.8643 0.11
H 0.3791 3.7316 -1.1262 0.11
H -2.2017 3.0838 0.1146 0.04
H 1.5618 -3.4214 0.6929 0.10
H -0.7386 -2.9120 0.8504 0.19
C 0.5968 -1.5818 0.1751 -0.03
C -1.1337 2.9612 0.2752 -0.34
N -0.6037 -1.9539 0.5271 0.10
Br -3.6335 0.8166 -0.0028 0.86
C 1.7715 -2.4414 0.2733 0.00
```